Entry 1:
ORCA calculation (wB97M-V/def2-TZVPD) on a 13-piece molecular cluster, C29H62B7F28N7O5 overall in a non-equilibrium geometry.

Calculated values
* relative energy (zero: lowest compared OMol25 entry of this formula, charge and spin): 0.00 kcal/mol
* HOMO level: -8.131 eV
* gap between HOMO and LUMO: 4.99 eV
* energy: -132608.727 eV
* LUMO level: -0.115 hartree
* 2S+1: 1

Structure (XYZ):
```
138
Properties=species:S:1:pos:R:3:forces:R:3
F -16.77266 -3.26820 -20.86321 -0.17 -0.48 -0.29
F -19.71024 -7.65161 -16.96360 0.38 0.30 0.24
F -13.71064 -8.94827 -17.70036 -0.25 -0.06 -0.04
F -8.40226 -5.19365 -21.20216 -0.08 0.30 -0.37
F -14.64828 -1.62354 -24.49202 0.03 -0.04 -0.18
F -17.46364 -5.26278 -19.95488 -0.13 -0.33 0.21
F -12.72821 -4.04878 -19.03106 -0.21 -0.41 -0.24
F -12.84245 -2.98420 -24.91308 -0.10 -0.48 -0.14
F -8.02341 -5.83090 -23.44029 0.04 0.61 0.14
F -14.92181 -4.54635 -18.51917 0.03 -0.10 -0.30
F -19.09420 -9.86505 -16.93437 -0.08 -0.46 -0.27
F -12.51303 -0.73538 -24.80223 -0.12 0.02 -0.14
F -10.07115 -6.09439 -22.49589 0.77 -0.08 -0.11
F -13.60238 -3.41140 -17.00200 -0.16 -0.03 -0.14
F -15.43956 -10.09697 -23.26625 -0.16 -0.30 -0.07
F -19.75199 -8.76638 -18.87416 0.71 -0.45 -0.34
F -13.23783 -5.62253 -17.42925 0.08 -0.44 -0.22
F -12.99539 -1.85960 -22.90500 0.05 -0.34 0.22
F -12.03033 -8.28864 -19.12737 -0.31 -0.23 -0.43
F -18.98018 -3.66593 -20.53273 -0.56 -0.32 0.04
F -11.45933 -8.92447 -17.04448 -0.42 -0.09 0.26
F -17.34062 -10.84935 -22.17088 0.11 -0.16 -0.11
F -8.25172 -7.38689 -21.81646 -0.34 -0.07 0.05
F -17.85023 -4.86121 -22.17225 -0.04 -0.03 -0.26
F -12.23179 -10.50958 -18.44113 -0.26 -0.86 -0.58
F -16.81750 -8.61197 -22.15494 -0.05 -0.52 -0.26
F -17.66526 -8.35978 -17.82106 -0.12 0.08 -0.55
F -17.52707 -9.59172 -24.11323 0.11 -0.26 0.05
O -11.00995 -2.34014 -20.81457 -0.01 -0.88 -0.21
O -18.17762 -5.29845 -15.78311 -0.64 -0.06 0.85
O -13.62576 -7.90470 -21.95234 -0.16 -0.58 -0.22
O -13.19523 -12.55817 -22.06265 0.07 0.56 0.39
O -15.68766 -5.59538 -27.04408 -0.57 0.06 -0.53
N -19.57781 -5.06067 -18.19323 -0.71 0.09 1.27
N -15.56441 -6.93780 -29.25666 -0.20 0.70 -0.01
N -17.81253 -12.06418 -19.78143 1.57 0.14 -1.02
N -12.08294 -11.80880 -23.98360 -0.57 0.19 0.22
N -9.51535 -3.07852 -22.44748 -0.09 1.02 -0.42
N -11.49184 -14.66846 -18.48396 1.09 -0.49 0.51
N -14.06363 -6.72924 -20.03468 1.42 -0.73 0.07
C -12.56662 -14.28901 -23.57034 0.11 1.31 -0.62
C -12.64068 -12.87004 -23.04675 0.21 -1.28 0.05
C -18.93305 -4.13222 -15.93910 0.44 0.63 -0.53
C -13.26188 -13.24990 -17.90655 -0.08 0.16 0.57
C -11.99394 -13.72633 -17.67096 -0.68 -0.25 -0.29
C -12.17292 -15.20664 -19.51453 -0.52 1.00 0.63
C -16.88249 -5.22725 -16.36512 0.35 -1.88 -0.79
C -15.40051 -4.81240 -28.19112 0.36 -0.31 0.80
C -10.21688 -0.58836 -22.18754 -0.10 -0.87 -0.77
C -19.17830 -11.55915 -19.90461 -0.10 1.00 -1.18
C -13.41865 -6.89698 -21.35044 0.74 0.23 -0.73
C -10.36298 -2.02465 -21.74632 0.82 1.52 1.34
C -12.48645 -5.81250 -21.78445 -0.69 -0.44 0.40
C -15.54636 -11.74508 -19.09667 0.98 -1.21 -0.51
C -19.18133 -3.82826 -17.42084 1.12 0.10 -0.26
C -14.00898 -13.74371 -18.96572 0.06 0.71 -0.09
C -12.42963 -10.43144 -23.49255 -0.93 1.44 -0.86
C -10.16706 -15.23186 -18.09915 -0.71 -0.83 -0.58
C -10.15685 -3.34228 -23.76593 -0.47 -1.78 -0.43
C -15.30242 -13.11044 -19.30839 -1.02 0.12 0.38
C -16.07802 -5.49147 -29.35188 0.00 -0.45 -0.03
C -13.45569 -14.75607 -19.73892 0.25 -0.94 -0.48
C -16.79558 -11.25096 -19.42134 -0.74 0.70 0.59
C -20.18386 -2.72308 -17.67688 -0.44 -0.49 -0.06
C -16.33555 -13.89189 -19.82794 0.97 -0.17 -0.15
C -17.52014 -13.31182 -20.17966 -1.13 -0.47 1.27
C -15.37904 -7.40400 -19.99419 -1.11 1.23 0.80
C -15.01846 -5.07415 -25.91646 1.80 0.23 1.71
C -17.59294 -5.50404 -29.20989 0.34 0.18 0.15
B -13.61975 -4.39932 -17.99887 0.32 0.86 1.03
B -12.38674 -9.14389 -18.06084 1.14 0.38 0.67
B -8.69090 -6.13066 -22.23198 0.66 -1.01 -0.16
B -13.29284 -1.80418 -24.26470 0.34 0.59 -0.12
B -17.73562 -4.27961 -20.92769 0.60 1.03 0.33
B -19.01862 -8.66779 -17.66447 -0.91 0.28 0.59
B -16.79894 -9.76280 -22.93404 0.04 0.58 0.10
H -14.30869 -4.86347 -28.28898 0.05 0.58 -0.39
H -19.70911 -11.71925 -18.97220 -0.09 0.01 -0.06
H -9.24431 -0.33425 -22.60872 0.05 -0.16 -0.01
H -14.54568 -6.98187 -29.25196 0.01 0.13 0.05
H -16.17145 -14.96010 -19.87226 -0.33 -0.02 -0.52
H -19.62712 -11.96026 -20.81279 -0.11 -0.67 0.38
H -16.30370 -6.10268 -16.05182 -0.14 0.29 0.90
H -11.39719 -13.43318 -16.82031 0.09 0.14 -0.10
H -8.53572 -2.81927 -22.56389 -0.08 0.38 0.08
H -11.58074 -5.91494 -21.17976 -0.47 0.52 0.41
H -16.95012 -5.55020 -17.41230 0.06 1.19 -0.30
H -9.55942 -4.05375 -24.33359 0.07 -0.23 0.40
H -11.09215 -3.80592 -23.46747 -0.15 -0.01 -0.52
H -15.87675 -7.18673 -19.05191 0.32 0.21 0.10
H -12.72649 -14.92424 -22.71007 0.09 -0.38 -0.24
H -15.96508 -6.90636 -20.75738 -0.22 -0.49 -0.14
H -11.97657 -9.69566 -24.15520 0.62 -0.18 0.21
H -19.14458 -10.50396 -20.17870 0.16 0.13 0.71
H -11.08271 -11.81774 -24.19039 0.12 -0.54 0.41
H -10.43221 0.02828 -21.32329 -0.19 0.05 -0.07
H -15.35215 -8.48087 -20.07953 0.63 0.07 -0.47
H -13.99015 -5.75124 -19.72330 -1.04 0.19 -0.05
H -19.93800 -1.80320 -17.15238 0.21 0.01 -0.08
H -17.88187 -4.45990 -29.09355 -0.25 -0.03 -0.27
H -19.09441 -5.90079 -17.84807 0.29 0.09 -0.17
H -12.54207 -12.10560 -24.84972 -0.02 0.83 -0.28
H -13.37222 -7.18429 -19.40301 -0.19 -0.16 0.19
H -20.30592 -2.54402 -18.74468 0.26 0.19 0.02
H -9.46995 -3.90026 -21.81889 -0.24 -0.27 -0.30
H -10.37781 -2.54356 -24.47048 0.19 0.83 0.91
H -18.35768 -13.86854 -20.57540 0.08 -0.07 -0.03
H -17.89458 -5.98476 -28.27826 0.07 -0.12 -0.05
H -10.27758 -15.80396 -17.17914 0.08 0.72 0.45
H -11.64547 -15.91719 -20.13015 -0.11 -0.20 0.10
H -15.89432 -7.19151 -28.31420 0.05 -0.58 -0.08
H -20.55049 -5.25758 -17.95852 -0.10 -0.11 -0.46
H -13.49416 -10.19955 -23.61892 -0.08 -0.64 0.44
H -18.35713 -3.29352 -15.52464 -0.04 0.25 -0.24
H -10.97952 -0.49514 -22.97023 -0.02 0.49 0.09
H -17.05964 -10.19837 -19.36101 0.09 -0.01 0.35
H -16.30342 -4.32743 -16.16900 -0.27 0.22 -0.20
H -12.11986 -6.00178 -22.79015 -0.62 0.05 -0.01
H -15.90682 -7.48057 -30.04398 -0.27 -0.37 0.36
H -15.39624 -4.16335 -25.44524 -0.63 0.00 -0.53
H -18.09607 -5.96202 -30.05926 -0.06 0.09 -0.02
H -15.73661 -5.13539 -30.32182 -0.05 0.29 0.07
H -12.15078 -10.29160 -22.45370 0.20 -0.17 -0.04
H -14.68935 -11.17308 -18.74997 -0.48 0.77 -0.08
H -11.65892 -14.45405 -24.15125 0.20 -0.30 0.40
H -14.02086 -15.28074 -20.49802 -0.06 0.39 -0.21
H -9.44058 -14.42918 -18.10028 0.23 -0.20 0.20
H -18.19091 -3.62447 -17.83073 -0.15 0.43 -0.24
H -13.71107 -12.56528 -17.20014 0.23 0.31 -0.16
H -19.42888 -4.88300 -19.19722 0.08 -0.07 -0.06
H -13.96610 -4.83910 -26.12781 -0.12 0.08 -0.46
H -21.16490 -3.04765 -17.30851 -0.01 0.05 0.11
H -13.36887 -14.36507 -24.31138 -0.23 -0.29 0.26
H -9.94863 -16.04751 -18.78774 0.36 0.49 -0.43
H -13.01412 -4.86454 -21.66874 0.46 0.28 0.08
H -15.74660 -3.78679 -28.05584 0.14 0.11 -0.16
H -19.87567 -4.09087 -15.38720 0.01 -0.94 0.17
H -14.91587 -5.80837 -25.11654 -0.67 -0.32 -0.25
```
Positions in Å, forces in eV/Å.

Entry 2:
ORCA calculation (wB97M-V/def2-TZVPD) on a 2-piece molecular cluster, C4H10O2 overall.

Calculated values
* relative energy (zero: lowest compared OMol25 entry of this formula, charge and spin): 101.00 kcal/mol
* HOMO level (alpha / beta): -7.260 / -7.620 eV
* gap between HOMO and LUMO (alpha / beta): 7.54 / 8.23 eV
* energy: -8401.167 eV
* LUMO level (alpha / beta): 0.010 / 0.022 hartree
* 2S+1: 1

Structure (XYZ):
```
16
Properties=species:S:1:pos:R:3:forces:R:3
O 1.19828 -0.18660 -0.08359 -0.01 -0.05 0.18
O -1.11903 1.56744 -0.83013 0.21 0.18 -0.01
C 1.65285 1.09801 -0.19300 0.34 0.02 -0.12
C -1.65034 1.18986 0.41931 -0.22 -0.13 0.32
C 0.00089 -2.17394 -0.59067 0.02 0.00 0.03
C 0.53136 -0.83286 -0.94509 -0.12 -0.12 -0.19
H 2.41492 1.26526 0.56083 -0.16 0.04 -0.08
H -2.19601 2.01624 0.89902 0.08 -0.14 -0.10
H 0.37942 -2.93877 -1.28031 -0.06 0.11 0.08
H -1.09466 -2.18955 -0.66211 0.15 0.02 0.01
H -0.20751 1.87563 -0.63856 -0.11 -0.09 -0.09
H 1.90881 1.36603 -1.21824 -0.05 0.02 0.08
H -0.85496 0.86560 1.10670 -0.18 0.02 -0.09
H -2.34901 0.35781 0.26736 0.10 0.14 0.04
H 0.29544 -2.44272 0.42710 -0.05 0.06 -0.14
H 0.33614 -0.35710 -1.90365 0.05 -0.07 0.08
```
Positions in Å, forces in eV/Å.

Entry 3:
ORCA calculation (wB97M-V/def2-TZVPD) on a 2-piece molecular cluster, C3H4N2 overall in a non-equilibrium geometry.

Calculated values
* relative energy (zero: lowest compared OMol25 entry of this formula, charge and spin): 37.60 kcal/mol
* HOMO level: -9.909 eV
* gap between HOMO and LUMO: 11.16 eV
* energy: -6154.270 eV
* LUMO level: 0.046 hartree
* 2S+1: 1

Structure (XYZ):
```
9
Properties=species:S:1:pos:R:3:forces:R:3
N -0.87871 0.06809 2.57332 0.36 -1.04 -0.12
N -0.55331 -0.93688 2.27394 -0.45 1.18 1.30
C 0.95982 1.63203 -0.70935 0.77 0.26 -0.59
C 0.38484 0.58045 -0.70813 -0.39 1.00 0.44
C -0.26598 -0.69125 -0.63070 -1.97 -1.12 0.70
H 0.47458 -1.32459 -1.11878 -0.36 -0.85 0.34
H -1.25435 -0.76707 -1.22805 1.62 0.33 0.88
H 1.64903 2.42290 -0.94168 -0.45 -0.06 0.36
H -0.51594 -0.98369 0.48943 0.87 0.31 -3.32
```
Positions in Å, forces in eV/Å.